# 1
Here is a structure of composition C17H45N3O16PS4V2 from the OMol25 dataset. Energies are from ωB97M-V/def2-TZVPD.

Results
- charge = +1
- LUMO (alpha / beta) (hartree) = -0.1759 / -0.1600
- orbital gap (alpha / beta) (eV) = 5.98 / 6.41
- multiplicity = 3
- HOMO energy (alpha / beta) (hartree) = -0.3955 / -0.3956
- total energy (Ha) = -5864.91926

Last column: Löwdin charge in e.
CARTESIAN COORDINATES (ANGSTROEM)
O: -2.814 0.815 -3.209  -0.2394
V: -1.728 1.042 -2.103  1.0059
O: 0.122 4.763 1.758  -0.2322
V: -1.216 4.023 1.395  1.2662
O: 0.117 4.787 -2.623  0.1578
C: -0.710 4.042 -1.882  -0.6762
O: -0.913 4.451 -0.694  -0.0546
O: -1.208 3.050 -2.425  -0.0072
H: 0.549 5.372 -1.982  0.1397
O: -4.721 1.581 0.910  0.1788
C: -3.581 1.990 0.375  -0.6677
O: -2.884 2.893 0.968  -0.1133
O: -3.245 1.515 -0.716  0.0093
H: -4.883 2.062 1.733  0.1361
O: 1.294 0.582 0.961  0.1059
C: 0.348 1.346 0.381  -0.6695
O: -0.156 2.296 1.036  -0.0676
O: 0.001 1.093 -0.790  -0.0379
H: 1.483 0.094 0.131  0.1089
O: -1.785 -1.034 -1.547  -0.2923
P: -1.849 -2.483 -1.260  0.5472
N: -2.594 -3.319 -2.490  -0.2700
C: -3.162 -4.637 -2.241  -0.0919
C: -3.234 -2.582 -3.577  -0.0908
N: -2.619 -2.926 0.126  -0.2832
C: -1.869 -2.835 1.371  -0.1169
C: -4.035 -2.502 0.284  -0.0536
N: -0.345 -3.149 -1.151  -0.2910
C: 0.738 -2.464 -1.858  -0.0794
C: -0.069 -4.520 -0.714  -0.0968
H: -2.428 -5.289 -1.772  0.0658
H: -3.666 -5.109 -3.078  0.0916
H: -3.939 -4.563 -1.463  0.0682
H: -2.991 -1.524 -3.559  0.0469
H: -4.326 -2.689 -3.584  0.0899
H: -2.913 -3.012 -4.532  0.0868
H: -1.763 -1.807 1.740  0.0649
H: -2.313 -3.442 2.162  0.0934
H: -0.852 -3.221 1.320  0.0697
H: -4.097 -1.975 1.235  0.0834
H: -4.248 -1.762 -0.488  0.0851
H: -4.672 -3.380 0.284  0.0806
H: 0.532 -2.265 -2.916  0.0693
H: 0.909 -1.463 -1.439  0.0607
H: 1.669 -3.008 -1.718  0.0897
H: 0.854 -4.524 -0.134  0.0899
H: -0.026 -5.196 -1.569  0.0889
H: -0.875 -4.798 -0.039  0.0681
C: -2.180 0.503 3.835  -0.2676
S: -1.313 -0.719 4.837  0.8312
O: -1.688 -2.071 4.364  -0.5375
C: 0.324 -0.422 4.158  -0.2515
H: -1.869 0.396 2.794  0.0325
H: -1.935 1.477 4.266  0.0506
H: -3.255 0.348 3.899  0.0553
H: 0.237 -0.290 3.082  0.0347
H: 0.939 -1.288 4.396  0.0672
H: 0.822 0.402 4.668  0.0098
C: 1.055 2.170 -4.874  -0.2219
S: 1.014 0.529 -4.153  0.9287
O: -0.321 0.301 -3.490  -0.6016
C: 0.862 -0.430 -5.665  -0.2196
H: 1.186 2.797 -3.993  0.0396
H: 0.145 2.414 -5.423  0.0812
H: 1.890 2.293 -5.561  0.0693
H: -0.153 -0.191 -6.000  0.0703
H: 0.956 -1.483 -5.425  0.0508
H: 1.506 -0.074 -6.465  0.0646
C: 5.344 2.151 1.029  -0.2646
S: 4.411 0.787 0.322  0.8068
O: 3.787 1.414 -0.884  -0.5589
C: 5.834 -0.164 -0.257  -0.2486
H: 6.092 1.898 1.776  0.0577
H: 4.687 2.920 1.424  0.0346
H: 5.833 2.593 0.155  0.0615
H: 5.448 -1.173 -0.384  0.0405
H: 6.734 -0.088 0.346  0.0577
H: 6.101 0.219 -1.245  0.0600
C: 2.189 2.917 3.553  -0.2537
S: 3.237 1.824 4.530  0.8023
O: 4.617 2.167 4.115  -0.5379
C: 2.924 2.469 6.167  -0.2557
H: 2.608 2.870 2.548  0.0404
H: 2.308 3.941 3.902  0.0622
H: 1.176 2.524 3.481  0.0272
H: 3.728 2.174 6.839  0.0597
H: 2.008 2.023 6.562  0.0505
H: 2.828 3.555 6.155  0.0548

Cartesian forces (eV/Å) of the 2 atoms listed first:
O 0.802 0.679 0.951
V -1.109 -0.997 -1.412

# 2
Here is a cluster of 3 separate species, C17H45N7O5P2S in total from the OMol25 dataset. Energies are from ωB97M-V/def2-TZVPD.

Results
- charge = 0
- LUMO (hartree) = -0.0204
- orbital gap (eV) = 6.56
- HOMO energy (hartree) = -0.2616
- total energy (Ha) = -2514.73754

Last column: Löwdin charge in e.
CARTESIAN COORDINATES (ANGSTROEM)
C: -1.169 -0.553 -2.153  -0.0050
C: -1.981 -0.465 -3.319  -0.0872
C: -2.484 0.885 -3.854  -0.2446
O: -2.504 1.827 -2.763  -0.3635
S: -2.022 3.354 -3.187  0.9412
O: -2.765 3.651 -4.383  -0.3840
O: -0.451 3.353 -3.694  -0.3320
C: 0.398 2.481 -2.941  -0.2347
C: 1.007 1.450 -3.894  -0.2222
N: 1.032 1.735 -5.117  0.1146
H: -0.084 -0.545 -2.291  0.0400
H: -1.654 -0.579 -1.172  0.0524
H: -2.214 -1.396 -3.846  0.0952
H: -3.519 0.752 -4.209  0.1190
H: -1.885 1.222 -4.708  0.1162
H: 1.246 3.081 -2.574  0.1249
H: -0.081 2.030 -2.064  0.0984
H: 1.437 0.490 -3.581  0.1046
H: 1.471 0.972 -5.636  0.0585
O: -3.823 -1.403 1.356  -0.3011
P: -4.099 -0.744 2.698  0.7217
N: -5.481 -1.677 3.148  -0.3517
C: -6.754 -1.546 2.463  -0.1270
C: -5.159 -3.088 3.339  -0.1502
N: -4.410 0.834 2.078  -0.3320
C: -5.708 1.461 2.005  -0.1333
C: -3.590 1.235 0.939  -0.1489
N: -4.037 -0.062 4.287  -0.3154
C: -4.999 -0.211 5.363  -0.1118
C: -3.034 0.964 4.542  -0.1332
H: -7.473 -2.259 2.870  0.0805
H: -6.676 -1.715 1.381  0.0889
H: -7.204 -0.571 2.642  0.0562
H: -4.263 -3.192 3.960  0.0759
H: -4.971 -3.599 2.387  0.0788
H: -5.968 -3.604 3.860  0.0784
H: -6.339 1.018 1.224  0.0816
H: -5.605 2.527 1.781  0.0812
H: -6.231 1.418 2.964  0.0696
H: -3.987 0.862 -0.013  0.0794
H: -2.571 0.864 1.047  0.0638
H: -3.518 2.325 0.881  0.0815
H: -5.953 0.263 5.119  0.0786
H: -4.626 0.249 6.283  0.0800
H: -5.176 -1.255 5.613  0.0740
H: -3.482 1.962 4.522  0.0869
H: -2.240 0.933 3.796  0.0716
H: -2.555 0.815 5.514  0.0781
O: 3.645 -1.206 -2.096  -0.3092
P: 4.948 -1.268 -1.304  0.7388
N: 4.217 -0.815 0.202  -0.3618
C: 3.678 0.512 0.431  -0.1286
C: 3.279 -1.823 0.688  -0.1488
N: 5.762 -0.005 -2.149  -0.3318
C: 5.959 1.337 -1.655  -0.1317
C: 5.566 0.015 -3.596  -0.1440
N: 6.404 -1.582 -0.416  -0.3117
C: 6.687 -1.299 0.979  -0.1092
C: 7.585 -1.972 -1.177  -0.1333
H: 3.223 0.565 1.422  0.0814
H: 2.921 0.801 -0.312  0.0796
H: 4.465 1.264 0.452  0.0554
H: 3.730 -2.819 0.631  0.0769
H: 2.352 -1.838 0.103  0.0758
H: 3.029 -1.647 1.737  0.0788
H: 5.028 1.919 -1.657  0.0799
H: 6.683 1.869 -2.277  0.0824
H: 6.387 1.337 -0.650  0.0703
H: 4.634 0.523 -3.878  0.0732
H: 5.532 -0.998 -3.996  0.0699
H: 6.401 0.522 -4.087  0.0804
H: 6.717 -0.224 1.173  0.0800
H: 7.655 -1.716 1.270  0.0811
H: 5.962 -1.759 1.647  0.0753
H: 8.268 -1.125 -1.298  0.0867
H: 7.314 -2.333 -2.168  0.0716
H: 8.123 -2.787 -0.684  0.0787

Cartesian forces (eV/Å) of the 2 atoms listed first:
C -0.915 0.200 -0.867
C 0.907 0.868 0.641

What F_max values result from the calculations? In sequence: 5.66; 6.99 eV Å⁻¹.